Record 1
A single CH6N4OS molecule. Source: the OMol25 dataset; level of theory: ωB97M-V/def2-TZVPD.

Summary:
- Orbital gap: 9.13 eV
- SMILES: N/N=C(\NO)NS
- Energy above the lowest of the compared OMol25 structures with the same formula, charge and spin: 318.8 kJ/mol
- Calculated total energy: -733.95473 Eh

Element x y z (Å)
H  2.119524  1.768695  -1.356953
H  -0.468863  -1.214224  -0.996399
N  1.329360  -0.458971  -0.036449
N  -0.328029  0.545738  1.567385
H  -2.328504  0.429458  0.512468
C  -0.022190  -0.169069  0.442470
O  -2.019721  0.149768  -0.501151
S  1.891942  0.243544  -1.651043
N  -1.634446  0.289832  2.084752
H  2.061974  -0.225217  0.700745
H  -1.921527  -0.773652  1.955287
H  -1.818566  0.639058  3.070683
N  -1.027484  -1.048678  -0.203510

Cartesian forces, eV/Å:
-0.6767 -3.1978 -0.3883
-0.3256 -0.4825 -2.4363
0.3922 2.3260 0.5736
1.4748 -2.6275 -2.6800
1.1755 -1.0346 -2.8636
-0.9819 -0.1500 3.6653
-0.2357 -1.5737 1.6640
-0.3100 2.1615 2.3561
-0.7206 -2.0428 -0.2805
-1.4538 -0.3455 -1.2844
0.8747 2.6477 0.6647
1.0048 -0.6474 -1.9175
-0.2177 4.9667 2.9268



Record 2
A molecular structure, C39H40N3O5PPdS3Te. Source: the OMol25 dataset; level of theory: ωB97M-V/def2-TZVPD.

Summary:
- Orbital gap (alpha / beta): 6.85 / 5.67 eV
- Energy above the lowest of the compared OMol25 structures with the same formula, charge and spin: 27.3 kJ/mol
- Calculated total energy: -3982.29535 Eh
- Spin multiplicity: 5
- ⟨S²⟩: 6.02

Element x y z (Å)
C  -0.420625  -0.124996  -5.753406
H  2.046342  3.618521  2.348680
C  4.368821  0.045291  0.897311
C  2.893964  0.245661  -0.748584
C  2.318190  3.427578  1.311316
H  -6.755457  2.507335  -1.941187
H  -3.716734  1.703438  0.943179
C  -2.782830  -2.394474  -2.872429
C  2.680363  -0.289672  2.744252
C  -2.575302  -3.139509  -4.031303
C  3.056889  -0.081723  1.400550
H  -2.396076  -2.626250  -4.964725
H  -0.790274  3.161993  -3.666517
C  -0.003495  3.879454  0.423470
C  6.928682  -1.339635  6.386845
H  1.669805  -0.548005  5.447259
H  -3.206887  -4.926351  -0.677679
H  1.764466  2.550989  -2.101386
C  1.014552  -0.314860  4.628048
H  -4.600926  -1.164401  -2.121216
H  -2.851683  -6.245837  -2.742573
H  4.225779  -2.475289  2.860955
C  5.150941  0.122656  5.562667
H  -0.050204  4.160241  -2.443019
H  -2.644622  -1.848862  2.384034
C  -4.757808  -0.205333  -1.646885
H  2.197961  2.360429  1.126641
C  1.465628  4.260386  0.370279
C  -0.247084  3.122692  -2.719017
H  -1.568951  1.530987  -2.020519
H  3.374529  3.660667  1.191151
C  1.400391  -0.231747  3.257154
C  4.494328  -1.752311  3.616958
H  -0.633628  4.556368  -0.151938
Pd  0.093536  -0.503781  0.388884
H  -4.293721  -1.841798  1.690174
H  -6.299245  0.329032  -3.028810
O  -1.630205  1.854735  0.804024
C  5.523607  -2.017984  4.501418
H  -2.440939  -5.092251  -4.893432
C  -3.360968  -1.281432  1.789522
C  -2.601325  -4.520119  -3.991883
H  -1.210710  0.261220  -3.741409
O  -0.379381  -3.573742  2.474586
N  7.786280  -1.550204  7.117265
C  -0.320884  -0.026053  4.688713
H  3.559900  1.298462  4.745265
C  -3.045044  -4.444094  -1.628820
C  -0.726839  0.203807  3.350793
H  -1.008462  0.573262  -6.322677
H  -0.359672  3.871739  1.454687
H  -5.463444  3.157756  0.065111
C  -1.190602  2.506468  -1.698977
H  2.424579  0.387267  -1.710305
C  -5.990657  1.852492  -1.551058
O  -3.315321  -2.406868  -0.512030
Te  0.588132  -2.033827  -1.941461
C  -5.733664  0.636566  -2.160309
C  0.509606  -0.957666  -6.305888
S  -0.458556  2.185694  -0.083170
H  6.070162  -2.948028  4.444751
C  4.264940  0.261389  -0.464268
H  5.417618  0.846551  6.319017
C  -5.265016  2.216304  -0.426149
O  1.273793  -2.557534  0.916387
C  1.061511  2.373959  -2.909143
N  0.269065  0.067622  2.500871
C  -2.838090  -5.167642  -2.784501
H  -0.947835  0.012569  5.558883
H  0.897662  1.296706  -2.960933
H  1.541500  2.675316  -3.837304
H  0.786663  -1.033627  -7.338019
N  2.168098  0.055636  0.353929
O  -0.602022  -3.829115  0.007168
P  -2.739390  -0.995666  0.108285
C  -4.286394  1.382641  0.081464
C  5.853167  -1.074407  5.471328
H  5.270090  0.024395  1.481478
C  -0.521893  -0.292289  -4.353969
H  -1.697494  0.499697  3.000818
C  -4.014185  0.161002  -0.526696
S  -0.138225  -3.039794  1.149819
H  1.523295  5.318381  0.642326
H  -3.575148  -0.328351  2.270047
H  -2.783711  -1.310481  -2.907045
C  -3.013915  -3.055251  -1.678652
H  5.059379  0.414639  -1.168823
H  -2.049556  3.149399  -1.493595
H  1.843755  4.194708  -0.649029
C  4.114164  0.372657  4.682474
S  1.240248  -1.953828  -5.133704
C  0.328009  -1.254771  -3.857693
C  3.784732  -0.556871  3.701894

Cartesian forces, eV/Å:
0.0814 -0.0880 0.0878
-0.0407 0.0027 0.0977
0.0415 0.1043 0.0026
-0.0595 0.0956 -0.0470
0.1137 -0.0464 0.0198
-0.0636 0.0625 -0.0373
-0.1393 -0.0664 -0.0764
0.1873 0.0076 -0.0941
0.0584 0.0200 -0.1123
0.0264 0.0321 0.0439
-0.1985 -0.2190 0.0505
0.0519 0.0692 -0.0800
0.0037 0.0148 -0.0046
-0.0241 -0.0649 -0.0138
-0.2271 0.0557 -0.1882
0.0606 -0.0267 0.0892
-0.0010 -0.0182 0.0664
0.0787 0.0690 0.1758
0.0084 0.0002 0.0313
-0.1683 0.1471 0.1231
-0.0005 -0.1118 -0.0019
-0.0355 -0.0405 -0.0745
-0.0281 -0.0024 -0.0130
0.0238 0.0682 -0.0262
0.0014 0.0026 -0.0320
-0.1138 -0.0871 -0.0544
-0.0138 -0.0188 -0.0270
-0.0243 0.0111 -0.0560
-0.1020 0.0677 -0.0589
0.0586 0.0372 0.0894
0.0542 0.0260 0.0132
-0.0403 -0.0098 -0.1216
0.0062 0.0407 0.0143
-0.0848 0.0371 -0.0320
0.4088 0.1171 -0.2808
0.0516 0.0454 0.0525
-0.0355 -0.0154 -0.0381
0.3480 0.1604 -0.1133
-0.0663 0.0722 -0.0129
0.0145 -0.0355 -0.0639
-0.1449 -0.0293 0.0015
-0.0139 0.0421 -0.0360
-0.1071 0.0967 0.1469
0.0318 -0.0949 0.0115
0.2897 -0.0665 0.2441
0.0815 -0.0082 -0.0778
-0.0267 0.0451 -0.0067
0.0425 0.0550 -0.0602
-0.0135 0.0593 0.0540
-0.0838 0.1188 -0.0998
-0.0290 -0.0010 0.0268
-0.0344 0.0806 0.0423
0.0004 0.1193 0.0488
0.0000 -0.0718 0.0190
0.0434 -0.0005 -0.0161
0.0739 0.0112 0.1976
0.0505 -0.0393 -0.2428
-0.0113 0.0200 0.0138
-0.0436 -0.0590 0.1312
-0.4747 -0.0757 0.3512
0.0247 -0.0241 0.0107
-0.0262 -0.0029 0.1417
0.0167 0.0163 0.0273
-0.1052 0.0741 -0.0337
-0.3194 0.2050 0.0740
0.0048 -0.1594 -0.1101
-0.0924 0.1171 -0.1110
0.0052 0.0082 0.0402
-0.0927 0.0195 0.1288
-0.0269 0.0585 -0.0431
0.0775 0.0356 -0.0601
0.0782 -0.0150 -0.2477
0.0838 -0.0304 -0.1803
-0.1218 -0.2763 0.0261
0.2139 0.0953 0.0569
0.0858 0.0726 0.2363
0.0593 -0.0565 0.0280
0.1186 -0.0462 0.0969
0.1639 -0.2281 -0.0301
-0.1655 -0.0200 -0.0655
0.0133 -0.1560 -0.1347
-0.1058 -0.3076 0.3628
0.0267 -0.0211 -0.0121
0.0419 0.0241 0.0210
0.1310 -0.1519 -0.0346
0.0195 -0.1170 0.0150
0.1366 0.0245 -0.1123
-0.0566 -0.0384 0.0023
0.0176 -0.0299 -0.1067
0.0420 0.0082 -0.0346
-0.0187 0.0582 -0.0642
-0.1111 0.1840 0.0461
0.0388 -0.0382 0.0201



Record 3
8 unconnected molecules or ions with the total composition C25H35N3O20S5. Source: the OMol25 dataset; level of theory: ωB97M-V/def2-TZVPD.

Summary:
- Orbital gap: 9.39 eV
- SMILES: O=S1(=O)OCCO1.O=S1(=O)OCCO1.O=S1(=O)OCCO1.O=S1(=O)OCCO1.O=S1(=O)OCCO1.c1ccncc1.c1ccncc1.c1ccncc1
- Energy above the lowest of the compared OMol25 structures with the same formula, charge and spin: 2.7 kJ/mol
- Calculated total energy: -4633.44391 Eh

Element x y z (Å)
C  -2.569427  0.420476  -4.840915
O  1.275210  2.725706  0.365593
C  1.008803  5.688446  2.505221
C  -2.794413  0.860468  -0.044528
O  -0.059644  4.910567  0.590778
C  0.206072  -0.687567  -1.605010
O  4.477002  0.522191  3.560968
C  -0.920187  -1.476604  -1.861365
O  -0.059731  -3.515564  6.324606
O  -1.033282  -5.587237  5.276384
H  -1.111780  5.920938  2.009724
C  -2.092382  2.024759  -0.241259
C  0.309640  -6.528848  0.432428
C  -4.531099  1.600721  -1.349594
H  3.165655  -0.243663  4.866507
S  2.056214  2.547108  -3.155722
H  -1.346115  -8.279727  -1.732964
S  1.352552  4.124008  0.614858
H  0.692257  -0.036228  -2.314976
H  -2.625210  -4.947991  0.697280
S  -2.213111  1.618830  -6.952596
O  -2.496216  -3.631119  5.547186
C  3.222817  0.616227  4.196224
C  0.914043  -2.747075  5.632986
C  0.734075  -0.716961  -0.326944
H  -2.343509  -2.860216  -0.965015
O  -2.372482  0.527523  -7.865920
O  -1.564513  1.115975  -5.563703
H  -2.681469  -0.583332  -5.259136
C  -0.660786  -5.652094  0.873695
S  4.324601  0.555696  1.958762
H  1.341902  -6.428427  0.754007
C  -0.890149  -2.180380  0.399814
O  0.800984  2.655641  -2.461924
H  -2.041924  3.924230  -1.138200
C  -2.212920  -6.675638  -0.606150
C  2.088283  0.570611  3.152381
H  1.862032  -3.016067  6.096521
H  -4.357331  3.566118  -2.172050
H  -1.173129  -2.851624  1.202225
H  -0.179173  7.014856  1.174506
H  3.151727  1.523772  4.797904
H  -2.274839  0.277671  -3.803053
C  -1.423720  -2.293922  -0.890471
H  0.701862  5.593209  3.549104
O  1.451062  4.377268  2.212202
H  4.739515  0.883113  -1.923097
N  0.153983  -1.410193  0.664234
O  2.035420  2.691605  -4.582635
C  3.881360  1.524678  -1.761622
N  -4.015189  0.628573  -0.604840
H  4.960569  2.887055  -3.018226
H  1.393248  -0.194147  3.487871
O  4.394513  1.927917  1.527944
H  1.854337  6.379105  2.496874
H  -2.415587  0.044484  0.553642
S  -1.181393  -4.161917  5.307017
H  -4.726306  0.838731  -4.721612
C  -2.653658  3.043335  -0.984388
H  -3.208761  -6.886255  -0.967452
C  -3.854271  2.797265  -1.596767
H  -1.297598  -1.537618  -2.875767
C  -3.792714  1.335870  -4.983908
H  1.639335  -0.173894  -0.098624
C  4.274747  2.945261  -2.162825
H  -5.531990  1.500231  -1.753789
H  -0.335778  -4.989241  1.666647
H  1.170524  -2.461327  3.473061
H  1.596688  1.524477  2.977797
H  1.539386  -4.035659  3.998162
O  2.359938  4.895512  -0.052192
H  4.902842  3.455275  -1.432797
O  -1.612710  2.844460  -7.393025
O  3.066624  3.602611  -2.447515
C  -1.938371  -5.718070  0.366003
H  -1.141298  2.204945  0.241364
O  2.722882  0.090805  1.960304
C  -1.142266  -7.463242  -1.054341
O  5.036225  -0.479679  1.308739
O  -0.510646  -3.520001  3.962394
H  0.765269  -1.665786  5.676653
H  3.396063  1.630023  -0.792302
N  0.114163  -7.349672  -0.585936
H  -3.684742  2.110542  -4.219581
O  -3.681296  1.947449  -6.250164
O  2.904841  1.198231  -2.772123
C  -0.132353  5.984247  1.529158
C  0.846231  -3.211788  4.197291

Cartesian forces, eV/Å:
-0.6064 -0.5726 0.1318
-0.7231 0.6779 0.4358
0.3284 0.1875 1.3241
-1.2561 -0.4971 -0.7198
-0.1609 -0.4059 -1.7131
-0.1059 -0.1709 0.4428
0.7216 -0.0884 -1.3076
0.8065 0.1781 -1.1494
-1.4171 -0.2848 -0.4330
0.2578 1.0803 0.1172
0.1023 -0.6198 0.1038
0.2990 0.2064 0.7756
0.3435 0.6021 -1.1895
0.6768 0.3790 0.1854
-0.0311 0.0558 -0.0228
-0.4941 0.4618 -0.4158
0.2117 0.1149 -0.3569
0.8763 1.5237 0.9633
-0.2195 -0.2011 -0.3423
-0.4403 -0.3779 -0.0257
-0.7737 0.5713 0.3687
1.7058 0.0165 -0.4090
-0.8464 0.1251 1.0285
0.6849 -0.1479 -0.0952
-0.8202 -0.1954 -0.0332
0.2078 -0.2405 -0.5603
0.1131 0.5393 0.6841
0.5700 0.4389 -0.8917
-0.2576 0.1195 -0.2449
0.6346 -0.2041 0.8571
-2.5596 0.7354 0.1761
-0.1022 -0.1602 0.2989
0.7868 -0.2801 -0.7817
1.0794 -0.4541 -0.3026
-0.3881 0.2158 -0.0809
0.6857 -0.3747 0.1777
0.7098 -0.4582 -0.0135
0.0842 0.2246 -0.0911
0.0942 -0.0344 -0.1192
-0.4985 0.2715 0.0820
0.8601 -0.3068 -0.9438
0.2538 0.0189 -0.1053
0.1975 0.4613 -0.0248
-0.8131 0.2759 1.6742
-0.3189 0.3764 -0.1696
0.7923 -1.1575 -0.8053
-0.2384 -0.4609 0.6201
0.8486 0.0344 0.4898
0.4536 -0.3204 1.1838
-0.0333 1.6348 -0.5137
0.5431 0.1916 0.3546
-0.5500 0.1103 -0.4459
-0.3582 0.1476 -0.3994
0.2383 -1.1246 0.2560
-0.1294 0.0573 -0.4618
0.1482 0.0346 0.0649
-0.1305 -0.3151 0.1015
-0.1670 -0.1403 -0.9437
0.8085 -0.2930 -0.4876
-0.0434 0.2530 -0.1252
-0.9686 0.5160 0.0341
-0.1826 0.1329 0.0753
0.8996 -0.0230 1.6318
-0.0873 0.1169 0.1777
1.9461 -0.7169 -0.1318
0.0005 -0.4145 -0.0043
-0.4844 0.2582 -0.0458
-0.4448 0.2384 0.0867
0.0596 0.0365 -0.0470
-0.5422 -0.4823 0.2225
-0.8831 -0.3194 0.4792
-0.8008 0.2317 0.4853
-0.5506 -1.2838 0.7509
-0.6761 -0.4868 -0.6676
0.0924 0.4804 -0.2151
0.0719 -0.2975 -0.0387
1.5530 0.4116 0.1050
-0.1762 0.2702 0.9418
0.2921 0.2567 0.3088
-1.0563 -0.3580 0.5853
-0.4594 -0.1023 0.4497
0.2260 -0.8721 0.1803
-0.7213 -0.9128 -0.2820
0.0421 0.1707 -0.1718
0.5355 -0.2234 -1.2677
-1.0187 0.8766 -0.2200
-0.6267 -0.0725 1.0949
1.3191 0.1337 -0.6903